Entry 1:
Density functional theory data (ωB97M-V/def2-TZVPD) for an isolated molecule of C10H14O3.

Summary:
E_tot = -16735.778 eV
HOMO level = -0.2893 hartree
Total charge = 0
Energy above the lowest of the compared OMol25 structures with the same formula, charge and spin = 3.434 eV
Frontier orbital gap = 8.5 eV
SMILES = CCc1cc(OC)c(OC)cc1O

Last columns: bonded neighbours and bond lengths (Å).
Positions of all 27 atoms, in Å:
1 C 0.44 -1.40 -3.22  C2 1.601, H11 1.147, H12 1.249, H13 1.257
2 C 0.01 0.07 -2.78  C1 1.601, C3 1.551, H14 1.134, H15 1.171
3 C 0.31 0.32 -1.28  C2 1.551, C4 1.434, C10 1.383
4 C -0.65 -0.16 -0.33  C3 1.434, C5 1.403, H16 1.131
5 C -0.57 0.09 1.05  C4 1.403, C7 1.456, O25 1.331
6 C -2.83 -0.51 1.37  H17 1.081, H18 1.163, H19 1.158, O25 1.385
7 C 0.59 0.87 1.46  C5 1.456, C9 1.333, O26 1.405
8 C 0.81 0.22 3.81  H20 1.088, H21 1.173, H22 1.096, O26 1.382
9 C 1.52 1.18 0.56  C7 1.333, C10 1.423, H23 1.073
10 C 1.49 0.89 -0.83  C3 1.383, C9 1.423, O27 1.366
11 H 0.16 -1.99 -2.28  C1 1.147
12 H 1.58 -1.19 -3.68  C1 1.249
13 H -0.19 -1.92 -4.18  C1 1.257
14 H 0.43 0.95 -3.35  C2 1.134
15 H -1.16 0.08 -2.87  C2 1.171
16 H -1.59 -0.60 -0.77  C4 1.131
17 H -3.16 0.22 0.64  C6 1.081
18 H -3.46 -0.80 2.31  C6 1.163
19 H -2.59 -1.49 0.80  C6 1.158
20 H 1.53 -0.52 3.46  C8 1.088
21 H 1.09 0.89 4.72  C8 1.173
22 H -0.11 -0.34 4.01  C8 1.096
23 H 2.31 1.81 0.94  C9 1.073
24 H 2.35 1.28 -2.64  O27 1.047
25 O -1.59 -0.17 1.88  C5 1.331, C6 1.385
26 O 0.70 1.18 2.82  C7 1.405, C8 1.382
27 O 2.58 1.04 -1.64  C10 1.366, H24 1.047



Entry 2:
Density functional theory data (ωB97M-V/def2-TZVPD) for an isolated molecule of C10H14O3S.

Summary:
E_tot = -27570.442 eV
HOMO level = -0.3381 hartree
Total charge = 0
Energy above the lowest of the compared OMol25 structures with the same formula, charge and spin = 4.486 eV
Frontier orbital gap = 9.1 eV
SMILES = CC1(C)[C@H]2CC[C@]1(C=S(=O)=O)C(=O)C2

Last columns: bonded neighbours and bond lengths (Å).
Positions of all 28 atoms, in Å:
1 C 1.62 0.78 -1.03  C3 1.508, C7 1.564, O11 1.239
2 C 2.37 -1.15 0.55  C7 1.541, S14 1.662, H15 1.183
3 C 0.31 1.40 -1.42  C1 1.508, C6 1.498, H16 1.182, H17 1.184
4 C -0.26 1.70 0.89  C5 1.519, C6 1.552, H18 1.078, H19 1.066
5 C 1.09 1.07 1.17  C4 1.519, C7 1.576, H20 1.132, H21 1.194
6 C -0.68 0.94 -0.40  C3 1.498, C4 1.552, C8 1.504, H22 1.049
7 C 1.27 -0.15 0.18  C1 1.564, C2 1.541, C5 1.576, C8 1.481
8 C -0.15 -0.45 -0.14  C6 1.504, C7 1.481, C9 1.552, C10 1.545
9 C -0.85 -1.17 1.04  C8 1.552, H23 1.142, H24 1.081, H25 1.103
10 C -0.25 -1.36 -1.38  C8 1.545, H26 1.136, H27 1.130, H28 1.077
11 O 2.70 0.63 -1.61  C1 1.239
12 O 4.98 -1.19 0.10  S14 1.454
13 O 3.96 0.96 0.79  S14 1.434
14 S 3.80 -0.36 0.23  C2 1.662, O12 1.454, O13 1.434
15 H 2.53 -2.22 0.07  C2 1.183
16 H 0.44 2.58 -1.40  C3 1.182
17 H -0.24 1.12 -2.43  C3 1.184
18 H -0.89 1.37 1.70  C4 1.078
19 H -0.24 2.75 0.70  C4 1.066
20 H 2.07 1.64 1.16  C5 1.132
21 H 0.84 0.48 2.18  C5 1.194
22 H -1.69 1.00 -0.69  C6 1.049
23 H -0.35 -2.18 1.21  C9 1.142
24 H -1.87 -1.30 0.70  C9 1.081
25 H -0.89 -0.60 1.98  C9 1.103
26 H -0.33 -2.42 -0.97  C10 1.136
27 H 0.64 -1.12 -2.02  C10 1.130
28 H -1.21 -1.41 -1.87  C10 1.077



Entry 3:
Density functional theory data (ωB97M-V/def2-TZVPD) for an isolated molecule of C10H14O4.

Summary:
E_tot = -18785.563 eV
HOMO level = -0.3570 hartree
Total charge = 0
Energy above the lowest of the compared OMol25 structures with the same formula, charge and spin = 0.984 eV
Frontier orbital gap = 10.4 eV
SMILES = C=CCOC[C@@H]1C[C@@H](C(C)=O)C(=O)O1

Last columns: bonded neighbours and bond lengths (Å).
Positions of all 28 atoms, in Å:
1 O 0.86 0.35 -2.09  C5 1.230
2 O -2.42 -1.27 -2.69  C6 1.225
3 O 0.39 -0.66 1.85  C10 1.431, C11 1.461
4 O -0.15 1.28 -0.22  C5 1.372, C14 1.436
5 C 0.03 0.33 -1.19  O1 1.230, O4 1.372, C13 1.515
6 C -1.29 -1.55 -2.30  O2 1.225, C9 1.519, C13 1.542
7 C 3.45 -0.89 3.91  C8 1.366, H15 1.092, H16 1.115
8 C 2.55 -0.79 2.88  C7 1.366, C10 1.471, H17 1.084
9 C -0.51 -2.63 -3.02  C6 1.519, H18 1.091, H19 1.068, H20 1.089
10 C 1.12 -1.07 3.01  O3 1.431, C8 1.471, H21 1.111, H22 1.096
11 C -0.61 0.39 2.01  O3 1.461, C14 1.556, H23 1.092, H24 1.094
12 C -1.90 -0.33 -0.07  C13 1.541, C14 1.533, H25 1.136, H26 1.084
13 C -0.80 -0.92 -0.98  C5 1.515, C6 1.542, C12 1.541, H27 1.089
14 C -1.21 0.84 0.65  O4 1.436, C11 1.556, C12 1.533, H28 1.094
15 H 4.50 -0.65 3.75  C7 1.092
16 H 3.15 -1.29 4.91  C7 1.115
17 H 2.91 -0.43 1.92  C8 1.084
18 H 0.45 -2.22 -3.32  C9 1.091
19 H -0.37 -3.51 -2.42  C9 1.068
20 H -1.02 -2.95 -3.93  C9 1.089
21 H 0.72 -0.58 3.92  C10 1.111
22 H 0.98 -2.15 3.15  C10 1.096
23 H -1.44 0.01 2.61  C11 1.092
24 H -0.15 1.24 2.53  C11 1.094
25 H -2.33 -1.13 0.61  C12 1.136
26 H -2.76 0.05 -0.61  C12 1.084
27 H -0.18 -1.66 -0.46  C13 1.089
28 H -1.92 1.65 0.80  C14 1.094



Entry 4:
Density functional theory data (ωB97M-V/def2-TZVPD) for a 2-piece molecular cluster, C10H14OS overall.

Summary:
E_tot = -23476.730 eV
HOMO level = -0.3048 hartree
Total charge = 0
Energy above the lowest of the compared OMol25 structures with the same formula, charge and spin = 3.340 eV
Frontier orbital gap = 9.1 eV
SMILES = C=C1OCC1(C)C.c1ccsc1

Last columns: bonded neighbours and bond lengths (Å).
Positions of all 26 atoms, in Å:
1 C -1.26 2.53 1.25  C2 1.417, C3 1.383, H13 1.079
2 C -2.00 1.33 1.43  C1 1.417, C4 1.373, H14 1.113
3 C -0.18 2.66 2.11  C1 1.383, S12 1.727, H15 1.017
4 C -1.42 0.48 2.34  C2 1.373, S12 1.728, H20 1.100
5 C 0.77 -0.58 -2.60  C7 1.534, O11 1.491, H16 1.074, H17 1.074
6 C -0.49 -1.17 -1.09  C7 1.479, C8 1.331, O11 1.356
7 C 0.95 -0.83 -1.10  C5 1.534, C6 1.479, C9 1.560, C10 1.533
8 C -1.32 -1.62 -0.15  C6 1.331, H18 1.069, H19 1.035
9 C 1.10 0.50 -0.30  C7 1.560, H21 1.104, H22 1.127, H23 1.051
10 C 1.83 -2.03 -0.72  C7 1.533, H24 1.084, H25 1.141, H26 1.121
11 O -0.69 -0.72 -2.35  C5 1.491, C6 1.356
12 S -0.03 1.22 3.05  C3 1.727, C4 1.728
13 H -1.71 3.31 0.66  C1 1.079
14 H -2.98 1.05 0.99  C2 1.113
15 H 0.40 3.49 2.16  C3 1.017
16 H 0.88 0.43 -2.94  C5 1.074
17 H 1.30 -1.17 -3.32  C5 1.074
18 H -0.81 -2.02 0.69  C8 1.069
19 H -2.29 -1.61 -0.53  C8 1.035
20 H -1.82 -0.51 2.58  C4 1.100
21 H 1.90 1.12 -0.73  C9 1.104
22 H 1.27 0.18 0.77  C9 1.127
23 H 0.21 1.07 -0.33  C9 1.051
24 H 1.38 -2.81 -0.12  C10 1.084
25 H 2.76 -1.77 -0.11  C10 1.141
26 H 2.26 -2.52 -1.63  C10 1.121